The following is a quantum chemistry calculation of a cluster of 6 separate species, C20H36O18 in total, from the Open Molecules 2025 dataset.

The calculation puts the LUMO energy at 0.2 eV. Its SMILES is C[C@H]1COC(=O)O1.C[C@H]1COC(=O)O1.COC(=O)OC.COC(=O)OC.COC(=O)OC.COC(=O)OC. The energy above the lowest of the compared OMol25 structures with the same formula, charge and spin is 151.3 kcal per mole. The calculation puts the energy at -2137.753930 hartree. Its spin multiplicity is 1. The maximum force comes out at 9.44 eV Å⁻¹. Its total charge is 0.

CARTESIAN COORDINATES (ANGSTROEM)
C: -3.018 -3.421 1.591
H: 0.053 -2.762 -0.848
H: 1.585 2.627 -1.589
H: 4.243 -0.007 -0.591
H: -1.000 4.958 3.041
H: -2.287 6.571 -2.208
H: -0.328 -0.818 1.832
H: -0.492 -4.057 -1.972
H: -1.822 2.015 -3.503
H: 0.392 4.208 2.041
H: 2.766 0.841 -1.045
O: -2.990 0.538 3.522
H: -5.862 -2.345 3.100
H: 0.798 -6.676 3.019
C: -0.367 4.133 2.866
C: -0.505 4.475 -1.475
H: -4.306 -2.984 3.943
H: -2.275 5.200 -3.239
H: 5.401 0.124 -2.583
H: 2.147 3.526 -0.164
C: -0.451 -0.130 1.047
H: -3.535 5.284 -2.096
H: 2.925 -1.142 -2.798
H: -3.360 -4.061 0.754
H: 3.240 -2.018 1.345
O: 1.184 -3.012 3.490
C: 0.941 -3.603 2.224
C: -3.881 -2.260 1.933
H: -0.024 1.622 -3.383
C: 4.308 0.558 -2.628
O: 0.367 4.963 -2.466
H: -1.098 -0.539 0.330
O: -0.686 -2.134 -2.690
O: 0.767 -0.349 -1.883
H: 0.718 -5.396 4.118
H: -2.144 -2.939 1.180
H: 2.194 -1.219 0.313
C: 0.405 -5.650 3.164
H: 0.528 0.187 0.651
O: -1.066 3.050 2.413
H: 1.103 -3.251 -2.189
O: -1.052 1.026 1.461
H: 1.208 2.059 -0.113
H: -4.420 -1.917 1.057
O: 4.133 1.729 -3.415
H: 0.145 3.829 3.717
O: 1.421 -3.056 1.120
H: 1.708 -1.201 2.041
O: -1.809 4.723 -1.293
C: -3.499 -0.468 3.246
C: 1.287 2.996 -0.617
H: -0.619 -5.899 3.292
C: -4.724 -2.272 3.223
O: -4.526 -0.998 3.822
O: 1.007 1.820 2.445
C: -0.360 1.948 2.103
O: -3.113 -1.110 2.226
H: 4.263 1.710 -0.790
H: -1.044 1.633 -1.922
C: 3.216 1.535 -4.345
C: 0.087 -3.097 -1.877
C: -2.492 5.489 -2.226
O: 0.480 -4.788 2.024
C: 3.515 -0.532 -3.465
C: 3.868 0.744 -1.204
O: 2.773 0.259 -4.408
O: 2.845 2.485 -5.039
O: -0.020 3.551 -0.619
C: -0.402 -0.856 -2.539
O: -1.244 0.049 -3.153
H: 4.293 -1.076 -4.016
C: -1.039 1.431 -2.970
H: -2.644 -4.015 2.412
C: 2.172 -1.814 1.274

Atomic forces in eV per Å
C 0.8 -0.4 -1.0
H 0.2 0.0 0.1
H -0.1 0.7 -0.7
H 0.6 -1.5 1.0
H -0.8 0.8 -0.2
H 0.1 -0.4 0.6
H 0.2 -0.8 1.3
H 0.6 1.1 0.0
H 0.5 -0.8 0.3
H -0.3 1.4 1.1
H 0.8 -0.4 -0.5
O 1.3 3.4 1.9
H 1.8 -0.5 0.0
H 0.6 0.9 -1.0
C 2.8 -0.1 -2.1
C 6.3 1.4 -5.2
H -0.4 -0.3 -0.3
H 0.5 -0.4 -0.4
H -1.7 1.6 -0.4
H -1.1 0.5 -0.2
C 2.4 0.6 -0.7
H -0.5 0.1 0.5
H -0.6 -0.1 -0.3
H -0.3 0.3 0.8
H -0.2 -0.4 1.0
O -2.0 -3.6 -7.3
C 3.9 4.6 7.3
C -1.5 0.8 0.4
H -0.7 0.5 0.3
C 1.1 -2.4 -0.1
O -6.0 -2.4 5.8
H -0.7 -0.6 -1.2
O 0.3 1.1 0.2
O -6.8 -3.4 -3.5
H 1.2 1.8 1.2
H 0.6 0.0 -0.3
H -1.0 -1.0 0.7
C -1.4 -2.6 -0.8
H -0.4 -0.8 -0.2
O -1.9 -4.2 -1.5
H 0.3 0.4 -0.5
O -1.3 3.4 1.5
H -0.4 -0.3 1.0
H -0.7 -0.5 -0.2
O 1.1 -0.6 1.1
H 1.1 -0.1 1.8
O -0.4 0.2 -0.1
H 0.6 -0.2 0.2
O 2.5 -1.2 1.1
C -0.1 1.7 0.6
C 1.1 -0.6 -1.0
H -1.3 0.2 0.0
C -2.1 -0.8 0.3
O -1.8 -1.1 1.0
O -7.9 0.6 -2.2
C 6.5 0.0 2.3
O 2.6 -2.4 -3.5
H 0.0 -0.8 -0.5
H 0.0 0.4 0.7
C -1.5 3.0 -2.4
C -1.7 -0.5 0.1
C -0.3 1.3 -1.6
O 0.1 -0.9 0.3
C 1.7 1.4 0.2
C -1.4 2.9 0.0
O 0.0 0.1 0.5
O 0.5 -3.0 1.4
O -2.0 1.4 0.3
C 5.7 5.0 2.2
O 0.2 -4.4 0.8
H -0.6 -0.3 0.0
C 1.5 0.7 -0.7
H -0.3 -0.2 0.4
C 0.2 0.9 -1.5


The following is a quantum chemistry calculation of a structure of composition C20H37As3CrN3S, from the Open Molecules 2025 dataset.

The calculation puts the LUMO energy (spin up / spin down) at -2.2 / -2.2 eV. The energy above the lowest of the compared OMol25 structures with the same formula, charge and spin is 0.0 kcal per mole. As for the expectation value of S²: 6.03. The calculation puts the energy at -9098.304395 hartree. Its spin multiplicity is 5. The maximum force comes out at 0.44 eV Å⁻¹. Its total charge is +1.

CARTESIAN COORDINATES (ANGSTROEM)
C: 1.125 -2.812 -1.945
C: -1.506 -0.475 2.567
C: 2.144 -0.020 2.076
H: -0.070 2.992 -1.896
H: 3.167 -3.286 2.302
H: 3.906 2.068 0.791
H: 3.354 1.461 -0.789
N: -0.486 1.870 -3.551
H: -0.607 2.751 -4.033
S: -4.582 -0.321 -2.284
C: 2.868 -1.581 0.180
C: 3.501 -1.238 -2.635
H: -0.903 0.366 2.909
H: 0.165 -2.952 -1.453
H: 4.173 -0.401 -2.451
C: -4.655 2.912 0.906
H: -5.515 1.425 -0.378
H: -1.571 -1.223 3.356
H: -2.502 -0.107 2.321
H: -1.472 -1.856 -3.192
C: -1.947 -2.714 0.653
C: -3.559 -1.387 -3.129
H: -5.609 3.254 1.287
H: -2.915 -2.307 0.364
As: 1.930 -1.092 -1.493
As: 1.466 1.414 0.921
H: 1.800 -3.626 -1.680
H: -3.968 -2.071 -3.855
C: 2.216 -1.470 1.567
As: -0.729 -1.247 0.952
H: 1.529 0.015 2.981
H: 4.025 -2.172 -2.431
H: -1.385 1.439 -3.377
H: 1.051 3.743 1.815
H: 2.160 2.842 2.870
H: -1.339 3.406 1.172
C: -3.368 1.467 -0.507
H: 4.167 -1.839 2.469
C: -2.286 2.992 0.842
H: -1.581 -3.345 -0.154
H: 3.196 -2.614 0.024
C: -4.608 1.897 -0.026
H: 3.191 -1.215 -3.678
C: -2.252 -1.248 -2.755
C: 0.848 -2.175 1.651
C: 1.244 2.778 2.281
H: 0.952 -2.822 -3.022
N: -2.219 2.019 -0.073
H: 0.899 -3.136 1.132
C: 3.087 2.070 0.072
H: 2.810 -2.108 3.570
C: -3.470 3.481 1.356
H: 0.412 2.523 2.934
Cr: -0.424 0.616 -0.730
H: 2.911 3.093 -0.260
H: -2.044 -3.301 1.567
H: 1.145 2.034 -2.440
H: -3.459 4.278 2.085
H: 3.143 0.316 2.374
C: -2.025 -0.218 -1.787
N: 0.146 2.076 -2.280
C: -3.229 0.378 -1.478
C: 3.147 -2.221 2.538
H: 3.781 -0.975 0.177
H: 0.625 -2.402 2.698

Atomic forces in eV per Å
C 0.1 0.0 0.0
C 0.0 -0.1 0.0
C 0.1 0.1 0.1
H 0.0 0.1 0.0
H 0.0 0.0 0.0
H 0.0 0.0 0.0
H 0.0 0.0 0.0
N 0.1 0.0 0.0
H -0.1 0.0 0.0
S -0.2 0.1 -0.2
C 0.1 0.0 -0.1
C 0.1 -0.1 0.0
H 0.0 0.0 0.0
H 0.0 0.0 0.0
H 0.0 0.0 0.0
C -0.1 0.0 0.0
H 0.0 0.0 0.0
H 0.0 0.0 0.0
H 0.0 0.0 0.0
H 0.0 0.0 0.0
C 0.0 -0.1 0.1
C 0.1 -0.2 0.1
H 0.0 0.0 0.0
H 0.0 0.0 0.0
As -0.3 0.1 0.2
As -0.2 -0.2 -0.3
H 0.0 0.0 0.0
H 0.0 0.0 0.0
C 0.0 0.0 0.0
As 0.0 0.2 0.1
H 0.0 0.0 0.0
H 0.0 0.0 0.0
H -0.1 0.0 0.0
H 0.0 0.0 0.0
H -0.1 0.1 0.0
H 0.0 0.0 0.0
C -0.1 -0.2 -0.1
H 0.0 0.0 0.0
C 0.0 0.1 0.0
H 0.0 0.0 0.0
H 0.0 0.0 0.0
C 0.1 0.1 0.0
H 0.0 0.0 0.0
C 0.0 0.1 0.0
C 0.0 -0.1 0.0
C 0.1 0.0 0.1
H 0.0 0.0 0.0
N 0.0 -0.1 0.2
H 0.0 0.0 0.0
C 0.0 0.1 0.1
H 0.0 0.0 0.0
C 0.1 0.0 0.0
H 0.0 0.0 0.0
Cr 0.0 0.0 -0.2
H 0.0 0.0 0.0
H 0.0 0.0 0.0
H 0.1 0.0 0.0
H 0.0 0.0 0.0
H 0.0 -0.1 0.0
C 0.1 0.1 -0.1
N -0.1 0.0 0.0
C 0.2 0.1 0.4
C 0.0 0.0 0.0
H 0.0 0.0 0.0
H 0.0 0.0 0.0


The following is a quantum chemistry calculation of a cluster of 3 separate species, C20H37BrClFO9S2 in total, from the Open Molecules 2025 dataset.

The calculation puts the LUMO energy at -0.1 eV. Its SMILES is O=C(Cl)C[C@]1(S(=O)(=O)F)OC(=O)O[C@@]1(Br)CCCS(=O)(=O)O.CCCCCC.CCCCCC. The energy above the lowest of the compared OMol25 structures with the same formula, charge and spin is 0.0 kcal per mole. The calculation puts the energy at -5391.874989 hartree. Its spin multiplicity is 1. The maximum force comes out at 0.51 eV Å⁻¹. Its total charge is 0.

CARTESIAN COORDINATES (ANGSTROEM)
H: 0.070 -1.920 -8.284
H: -1.492 -0.903 -6.632
Br: 3.385 -2.540 -1.865
H: -0.891 2.866 6.475
O: 6.132 -1.903 2.386
H: 0.767 -2.024 -6.674
O: 2.702 -4.508 2.581
C: -0.859 3.021 1.925
C: -0.987 2.285 3.256
H: -2.330 1.987 4.903
H: -1.742 0.434 -2.735
O: 2.553 -3.862 0.413
O: 2.329 -2.339 2.027
C: -2.010 -0.324 -3.476
H: -2.747 -0.988 -3.022
H: -3.130 2.332 3.391
H: -2.048 3.992 7.187
H: -1.465 5.698 5.442
C: 0.453 -1.328 -7.452
H: -1.366 -1.028 -0.417
H: -0.338 4.583 4.712
H: -1.705 2.793 1.271
C: 2.798 -1.642 0.890
C: -1.128 3.924 6.603
S: 2.045 0.030 0.780
H: 0.716 -1.665 -1.283
H: -0.828 4.102 2.066
C: 0.855 -2.563 -0.680
O: 2.847 0.977 1.454
H: -1.072 -1.866 -4.653
C: -0.224 -2.670 0.409
C: -2.420 4.085 4.406
H: -1.791 -0.342 1.719
C: -2.273 2.615 4.010
H: -3.362 4.203 4.950
O: 0.636 -0.019 0.942
C: -1.520 -2.071 -0.132
C: 0.311 -0.207 -4.544
O: -4.086 -2.076 0.374
H: 1.339 -0.794 -7.803
H: 1.190 -0.821 -4.759
H: 0.055 -2.163 1.326
H: -0.326 4.369 7.194
H: -0.894 1.265 -5.559
C: -0.112 0.543 -5.807
C: 4.333 -1.500 0.919
H: -2.501 0.185 -4.307
F: 2.311 0.216 -0.754
H: -0.392 -3.715 0.673
H: -2.516 4.699 3.506
H: -0.923 0.289 -7.772
C: 2.306 -2.617 -0.235
H: 4.777 -2.352 0.408
H: 0.727 -3.407 -1.361
H: 0.054 2.735 1.405
H: 0.632 0.525 -3.794
H: -0.962 1.205 3.079
Cl: 4.256 -0.673 3.621
C: -0.603 -0.350 -6.946
O: -2.571 -3.154 2.006
H: 4.647 -0.606 0.377
H: -0.350 -1.627 -3.085
H: -0.115 2.500 3.880
H: -1.903 -2.612 -0.998
H: 0.740 1.132 -6.160
C: 5.043 -1.456 2.270
S: -2.839 -2.114 1.064
C: 2.554 -3.679 1.760
C: -1.281 4.636 5.263
O: -2.685 -0.706 1.805
C: -0.777 -1.094 -3.938

Atomic forces in eV per Å
H 0.0 0.0 0.0
H 0.0 0.0 0.0
Br 0.0 -0.1 0.2
H 0.0 0.0 0.0
O 0.2 -0.1 0.0
H 0.0 0.0 0.0
O -0.1 0.1 -0.1
C 0.0 0.0 0.1
C 0.0 0.0 -0.1
H 0.0 0.0 0.0
H 0.0 0.0 0.0
O 0.2 0.1 0.2
O 0.4 0.0 0.1
C 0.0 -0.1 0.0
H 0.0 0.0 0.0
H 0.0 0.0 0.0
H 0.0 0.0 0.0
H 0.0 0.0 0.0
C -0.1 0.0 0.0
H -0.1 0.0 -0.1
H 0.0 0.0 0.0
H 0.0 0.0 0.0
C 0.2 0.0 -0.5
C 0.0 0.0 0.0
S -0.1 -0.2 0.3
H 0.0 0.1 0.1
H 0.0 0.0 0.0
C -0.2 0.1 0.0
O 0.0 0.0 -0.1
H 0.0 0.0 0.0
C -0.1 -0.2 0.0
C 0.0 0.0 0.0
H 0.1 -0.1 0.1
C 0.0 0.0 0.0
H 0.0 0.0 0.0
O 0.0 0.1 0.0
C 0.3 0.0 0.0
C 0.0 0.0 0.0
O 0.0 0.1 0.1
H 0.0 0.0 0.0
H 0.0 0.0 0.0
H 0.0 0.0 0.0
H 0.0 0.0 0.0
H 0.0 0.0 0.0
C 0.0 0.0 0.0
C -0.1 0.1 0.2
H 0.0 0.0 0.0
F 0.0 0.1 0.1
H 0.0 0.0 0.0
H 0.0 0.0 0.0
H 0.0 0.0 0.0
C 0.0 0.0 -0.3
H 0.0 0.0 0.0
H 0.1 0.1 -0.1
H 0.1 0.0 0.0
H 0.0 0.0 0.0
H 0.1 0.0 0.0
Cl -0.1 0.1 0.1
C 0.1 0.0 0.0
O 0.0 0.0 0.0
H 0.0 0.0 0.0
H 0.0 -0.1 0.0
H 0.0 0.0 0.0
H 0.0 0.0 0.0
H 0.0 0.0 0.0
C -0.1 0.0 -0.1
S -0.1 -0.1 0.0
C -0.3 0.0 0.1
C 0.0 0.0 0.0
O 0.0 0.0 -0.2
C 0.0 0.1 0.0